[1]
Entry from the Open Molecules 2025 dataset: a cluster of 5 separate species, C27H51ClN7O in total (wB97M-V/def2-TZVPD).

Element x y z (Å)
Cl 0.14 0.16 0.20
O -3.20 -0.05 -0.47
N 4.11 1.90 -0.61
N 0.43 -1.67 -3.66
N 0.72 2.02 3.90
N -3.14 -0.97 0.62
N 1.35 -3.60 -4.22
N -0.26 3.82 3.27
N 4.23 3.98 -1.37
C -3.01 -2.34 0.14
C 0.75 2.89 4.97
C -3.47 -0.39 1.88
C -1.05 4.72 2.52
C -2.44 -2.49 -1.26
C 4.59 0.65 -0.08
C -2.59 4.40 2.52
C 0.75 -2.46 -4.70
C 1.25 0.68 3.84
C 4.98 -0.29 -1.26
C -0.23 -0.37 -3.72
C -2.17 -3.00 1.23
C 1.49 -3.47 -2.86
C -2.59 -1.15 2.89
C 4.97 2.93 -0.96
C 2.84 3.59 -1.29
C -4.96 -0.64 2.09
C 1.14 -5.86 -5.33
C -4.39 -2.96 0.25
C 0.11 2.61 2.90
C 2.83 2.35 -0.79
C -3.21 1.10 1.98
C 0.92 -2.25 -2.50
C 0.13 4.03 4.59
C -2.56 -2.64 2.66
C 4.73 5.20 -1.93
C 1.99 -4.59 -5.11
H 1.95 1.71 -0.61
H -4.73 -3.07 1.27
H -4.36 -3.89 -0.28
H 2.21 -4.11 -6.09
H -0.77 -0.17 -2.78
H -2.23 1.31 1.49
H 5.69 -0.94 -0.77
H -1.76 -3.08 3.26
H 6.05 2.96 -0.88
H 0.91 -1.74 -1.56
H -4.04 1.72 1.59
H 1.09 0.23 4.82
H -0.90 -0.36 -4.57
H -1.56 -0.80 2.79
H 5.80 5.30 -1.70
H -0.01 4.95 5.13
H 2.92 -4.87 -4.61
H -3.13 1.26 3.05
H -3.07 5.25 2.06
H 4.75 5.14 -3.01
H 2.11 4.30 -1.63
H -0.80 5.73 2.94
H 4.17 6.07 -1.59
H -0.65 4.74 1.49
H 0.39 -2.36 -5.70
H 3.84 0.21 0.53
H -5.62 -0.20 1.33
H -2.81 3.52 1.93
H -0.14 2.15 1.98
H -3.49 -3.10 2.99
H 5.52 0.85 0.40
H 1.77 -6.63 -5.78
H 0.88 -6.18 -4.33
H 0.34 -5.72 -6.03
H 5.43 0.27 -2.08
H -1.63 -1.74 -1.43
H 0.75 0.00 3.16
H -1.10 -2.81 1.02
H -2.09 -3.51 -1.33
H 0.51 0.45 -3.88
H 2.00 -4.23 -2.26
H -5.24 -1.67 2.31
H -5.19 -2.44 -0.30
H -3.31 -2.23 -1.93
H -2.23 -4.05 1.04
H -2.94 -0.86 3.87
H 2.31 0.77 3.65
H 4.04 -0.69 -1.72
H -5.16 -0.07 2.98
H -2.92 4.23 3.57
H 1.22 2.57 5.89

The largest force on an atom is 11.98 eV/A. The calculation puts the HOMO energy at -15.94 eV. The total charge is +3. As for the spin multiplicity: 1.

These are the Löwdin partial charges, in e, on atoms 1 to 6:
1 Cl -0.225
2 O 0.099
3 N -0.052
4 N -0.085
5 N -0.079
6 N 0.119


[2]
Entry from the Open Molecules 2025 dataset: a structure of composition C27H51MnNO2Si2 (wB97M-V/def2-TZVPD).

Element x y z (Å)
Mn 1.03 0.98 1.00
Si 3.73 1.88 2.05
Si 0.78 1.41 -1.96
O -1.00 -2.75 -1.66
O -2.16 -0.99 -2.71
N 0.70 -0.24 2.46
C 0.34 -3.27 -1.89
C -1.62 -3.13 -0.40
C 1.37 3.06 -1.32
C 0.22 -1.66 4.79
C -1.94 -1.38 -4.15
C 1.44 -1.35 2.73
C -1.09 1.29 2.81
C 1.23 -2.07 3.90
C -0.57 -0.57 4.46
C 0.65 -4.64 -1.32
C -2.26 1.75 3.46
C -1.36 3.00 1.11
C 4.70 3.30 1.27
C -3.09 -3.34 -0.66
C -0.62 1.95 1.65
C -3.41 0.48 -1.05
C -2.88 -2.53 -4.35
C 2.43 2.59 3.22
C -3.01 2.79 2.89
C -3.37 -0.05 -2.46
C 2.93 0.85 0.68
C -0.33 0.13 3.28
C -0.51 1.85 -3.23
C -2.56 3.42 1.72
C 0.19 0.39 -0.50
C 4.92 0.81 3.04
C 2.15 0.41 -2.73
H 5.56 1.44 3.67
H 1.55 3.00 2.71
H -2.72 -3.30 -3.59
H 0.04 -2.21 5.71
H -3.62 -2.45 -1.01
H 0.44 -0.70 -0.65
H -1.14 -4.05 -0.06
H 1.75 -0.52 -3.15
H 1.48 3.66 -2.23
H 2.09 1.83 3.94
H -1.02 3.52 0.22
H -3.23 -4.16 -1.38
H -2.84 1.42 -0.96
H 0.47 -3.27 -2.98
H 1.88 -2.92 4.11
H -2.57 1.28 4.41
H -4.23 -0.67 -2.71
H 3.28 1.19 -0.30
H 0.65 3.56 -0.67
H -1.99 -1.93 -2.29
H -3.25 0.76 -3.19
H -3.94 3.11 3.37
H -3.03 -0.23 -0.31
H 5.56 0.21 2.37
H 5.21 2.97 0.36
H 4.04 4.14 1.01
H 2.20 -1.62 2.00
H 2.89 3.41 3.79
H -2.14 -0.50 -4.74
H -3.55 -3.65 0.28
H 2.53 1.03 -3.55
H -0.87 -1.64 -4.24
H 1.07 -2.54 -1.51
H -0.93 0.45 -0.37
H -0.04 2.68 -3.78
H 1.60 -4.98 -1.73
H -1.35 -0.21 5.11
H 4.37 0.12 3.70
H -2.70 -2.97 -5.32
H 2.34 3.02 -0.81
H -0.73 1.04 -3.94
H 0.76 -4.61 -0.23
H -3.15 4.23 1.27
H -1.46 2.22 -2.80
H -0.11 -5.38 -1.60
H 5.46 3.67 1.98
H 2.96 0.18 -2.04
H 3.24 -0.21 0.76
H -3.92 -2.19 -4.31
H -4.45 0.72 -0.78
H -1.44 -2.32 0.32

The largest force on an atom is 4.49 eV/A. As for the expectation value of S²: 6.074. The calculation puts the HOMO energy (alpha / beta) at -9.60 / -10.26 eV. The total charge is +1. The relative energy (zero: lowest compared OMol25 entry of this formula, charge and spin) is 134.6 kJ/mol. As for the spin multiplicity: 5.

These are the Löwdin partial charges, in e, on atoms 1 to 6:
1 Mn 0.644
2 Si 0.434
3 Si 0.415
4 O -0.226
5 O -0.128
6 N -0.006


[3]
Entry from the Open Molecules 2025 dataset: a structure of composition C27H51Sn (wB97M-V/def2-TZVPD).

Element x y z (Å)
Sn -1.76 2.34 -0.46
C -0.18 0.64 -2.02
C -5.55 1.55 -1.98
C 2.54 -6.30 -0.04
C 1.03 4.98 0.11
C -0.76 2.23 1.45
C 0.23 5.82 -0.89
C -4.70 1.16 -0.76
C 3.55 -2.90 1.39
C 5.56 -4.03 0.63
C 4.76 -5.14 0.26
C 1.29 -3.81 0.52
C -2.10 1.64 3.50
C 0.36 0.01 -3.25
C -1.36 1.06 2.28
C 0.47 -2.81 1.43
C -6.37 0.44 -2.64
C -1.15 5.20 -1.17
C 1.87 -0.26 -3.06
C 4.93 -2.92 1.18
C 2.75 -3.97 0.89
C -2.67 0.58 4.43
C 7.06 -3.97 0.34
C 3.37 -5.15 0.44
C -1.46 0.33 -1.47
C 3.00 -1.62 1.96
C -3.91 2.39 -0.28
C -0.99 3.83 -1.81
H -0.56 0.35 2.59
H -2.92 2.28 3.13
H -1.55 3.71 -2.74
H 0.78 5.90 -1.84
H -0.06 -1.00 -3.45
H -5.36 0.79 0.05
H 7.65 -4.78 0.82
H -7.06 -0.02 -1.92
H 0.32 2.10 1.35
H 2.30 -1.15 1.26
H 0.05 3.54 -2.00
H -0.55 -3.16 1.59
H -5.74 -0.34 -3.09
H -4.16 3.27 -0.88
H 7.26 -4.02 -0.75
H 3.19 -7.12 -0.35
H 0.47 4.78 1.03
H -4.88 1.98 -2.74
H 0.76 -4.80 0.51
H 0.62 0.96 -1.34
H 1.98 -1.13 -2.40
H 3.83 -0.91 2.11
H -1.41 2.29 4.05
H 2.52 -1.75 2.93
H -2.34 0.24 -2.13
H 1.86 -6.70 0.71
H 5.55 -2.05 1.42
H 1.95 5.50 0.40
H 2.38 -0.47 -4.00
H -6.95 0.91 -3.45
H -4.04 0.32 -1.01
H -4.12 2.60 0.77
H -3.46 0.00 3.95
H 1.32 4.02 -0.34
H -1.88 -0.10 4.78
H 1.94 -6.03 -0.92
H -1.49 -0.39 -0.63
H 7.43 -2.99 0.72
H 0.87 -2.77 2.46
H -0.96 3.21 1.92
H -6.23 2.35 -1.67
H 0.40 -1.76 1.09
H -1.76 5.86 -1.81
H 0.07 0.66 -4.10
H 2.38 0.58 -2.57
H -1.68 5.13 -0.21
H 5.27 -5.99 -0.20
H 0.09 6.84 -0.49
H -3.09 1.10 5.29
H 1.31 -3.62 -0.57
H -2.08 0.46 1.68

The largest force on an atom is 3.29 eV/A. The calculation puts the HOMO energy at -0.32 eV. The total charge is -1. The relative energy (zero: lowest compared OMol25 entry of this formula, charge and spin) is 182.4 kJ/mol. As for the spin multiplicity: 1.

These are the Löwdin partial charges, in e, on atoms 1 to 6:
1 Sn 1.272
2 C -0.462
3 C -0.296
4 C -0.069
5 C -0.121
6 C -0.311


[4]
Entry from the Open Molecules 2025 dataset: a structure of composition C27H52Al3BrCaF8N2O16P2S3 (wB97M-V/def2-TZVPD).

Element x y z (Å)
Br -2.97 3.11 -1.65
Ca -2.37 5.49 -0.91
S 5.30 4.50 0.67
S -0.44 -5.18 -3.03
S 4.42 0.33 -8.18
P -2.99 -4.74 1.07
P -0.48 -0.32 -3.11
Al 3.38 1.38 0.53
Al 5.37 10.70 2.14
Al -3.84 -0.84 4.95
F 4.53 11.19 3.55
F 3.41 2.66 -0.66
F 2.61 1.95 1.95
F 2.46 0.05 -0.12
F 4.98 0.89 0.88
F 4.57 9.30 1.45
F 6.99 10.26 2.54
F 5.38 11.97 0.98
O 4.79 4.07 1.94
O 0.14 -8.56 2.41
O -2.97 -6.22 0.44
O -3.79 0.48 -2.40
O 3.71 0.78 -9.31
O 5.10 3.72 -0.55
O 4.57 1.55 -7.14
O -4.72 -5.82 3.52
O -2.18 -4.68 2.52
O 0.50 -1.02 -4.20
O -3.57 2.20 2.40
O -1.50 0.42 -3.87
O 5.68 -0.33 -8.28
O 3.43 -0.58 -7.28
O 0.48 0.71 -2.31
O 9.78 2.94 1.32
N -0.41 -3.56 -3.22
N -1.33 -5.14 -1.63
C 7.08 4.87 0.83
C 0.38 -6.95 0.63
C -1.03 -2.95 -2.24
C 7.24 6.18 0.07
C -6.05 -0.85 -0.20
C -6.61 1.58 3.08
C 4.78 6.19 0.36
C -5.89 0.79 4.21
C 0.64 -8.38 1.08
C -2.35 -3.46 -0.08
C -1.62 -3.92 -1.27
C -3.06 1.01 -1.68
C -3.23 -1.50 1.35
C -7.77 -0.35 1.80
C -1.23 -1.55 -1.96
C -5.65 -2.16 0.51
C -4.65 -2.05 1.69
C -2.06 0.36 -0.67
C -0.01 -9.39 0.15
C 3.32 -0.03 -5.97
C -1.94 -1.16 -0.84
C -2.52 -2.09 0.14
C -7.10 0.09 0.48
C 3.55 1.45 -6.14
C 6.04 7.05 0.46
C -7.97 0.99 2.62
C 10.55 1.80 0.98
H -3.86 -6.48 0.12
H -2.64 -3.99 3.02
H -8.78 -0.78 1.69
H -1.10 -9.25 0.13
H 6.16 7.41 1.48
H 1.72 -8.56 1.13
H -3.80 -5.73 3.24
H 8.20 6.65 0.32
H -6.45 -1.15 -1.20
H -0.04 -1.60 -4.76
H -6.81 2.59 3.50
H 10.78 1.22 1.88
H -2.59 -1.74 2.23
H -6.56 -2.68 0.85
H -4.74 -5.44 4.40
H 1.00 0.20 -1.63
H 10.00 1.17 0.27
H -5.48 1.49 4.97
H -6.57 0.09 4.74
H -5.88 1.73 2.27
H 7.67 4.05 0.43
H 2.35 -0.26 -5.54
H 8.96 2.62 1.73
H 4.35 6.23 -0.64
H -4.66 -3.01 2.24
H -0.82 -8.41 2.38
H -7.18 -1.01 2.46
H 7.23 5.99 -1.00
H 4.10 -0.48 -5.35
H -8.40 1.72 1.90
H -6.62 1.09 0.58
H -3.38 2.93 3.01
H -8.66 0.88 3.47
H 3.87 1.94 -5.22
H -7.92 0.25 -0.26
H 0.85 -6.25 1.32
H -0.69 -6.74 0.63
H 5.96 7.93 -0.18
H -2.40 0.68 0.33
H 7.28 5.00 1.90
H -5.15 -0.24 -0.41
H 2.66 1.95 -6.52
H 0.18 -10.41 0.49
H 0.77 -6.77 -0.37
H 0.37 -9.29 -0.87
H -4.98 0.26 3.79
H -3.31 -0.40 1.33
H -5.08 -1.30 2.41
H -1.08 0.86 -0.83
H 4.04 6.49 1.10
H -5.19 -2.82 -0.26
H 11.47 2.13 0.51

The largest force on an atom is 4.68 eV/A. The calculation puts the HOMO energy at -12.75 eV. The total charge is +2. As for the spin multiplicity: 1.

These are the Löwdin partial charges, in e, on atoms 1 to 6:
1 Br 0.556
2 Ca 1.469
3 S 0.822
4 S 1.142
5 S 0.617
6 P 0.983


[5]
Entry from the Open Molecules 2025 dataset: a structure of composition C27H52LiO6P (wB97M-V/def2-TZVPD).

Element x y z (Å)
P 0.79 -1.62 -0.66
O 2.06 3.20 -0.13
O -0.62 -2.61 -0.89
O 0.44 2.53 1.19
O 1.83 -3.01 -0.38
O -0.15 -0.18 -0.84
O -2.49 3.69 -1.28
C 3.26 2.63 -0.66
C -3.99 -2.18 0.83
C 2.13 0.95 2.70
C 2.37 0.33 -3.25
C -4.11 -0.63 0.97
C 2.51 2.03 2.06
C 1.99 1.70 -2.64
C 1.26 -1.86 -2.48
C 1.15 -0.61 -3.41
C -3.08 -2.60 -0.35
C 2.32 -0.55 -0.11
C 1.57 -3.67 0.84
C -4.15 2.16 1.66
C -1.69 -1.93 -0.29
C 3.60 -0.88 -0.16
C -1.53 -0.45 -0.87
C 3.25 2.48 -2.20
C 2.45 -3.20 2.02
C 4.78 -2.82 2.92
C -2.23 -0.44 -2.27
C -5.45 -0.12 1.53
C -3.06 3.69 0.03
C -5.39 1.34 2.10
C -4.18 2.61 0.17
C -1.08 3.73 -1.25
C 3.95 -3.64 1.88
C 1.58 2.60 1.00
Li 4.77 1.70 0.94
H 3.21 3.49 -2.65
H 5.85 -2.76 2.64
H 2.46 -2.11 2.18
H -3.31 -0.39 -2.11
H -5.12 3.11 -0.07
H 0.52 -3.65 1.17
H -3.19 1.70 1.93
H 4.33 -3.51 0.86
H -5.46 1.39 3.20
H -4.02 -0.22 -0.04
H 4.42 -1.78 3.00
H -2.90 -3.69 -0.19
H 1.82 -4.74 0.67
H -4.19 3.11 2.24
H 4.01 -4.71 2.12
H -2.03 -1.41 -2.75
H 1.21 -0.98 -4.45
H -0.68 4.00 -2.24
H 4.68 -3.31 3.89
H 4.03 -1.60 -0.86
H -3.27 -0.31 1.60
H -0.68 4.48 -0.54
H -1.58 -1.72 0.81
H 2.32 -2.17 -2.50
H 0.69 -2.69 -2.91
H 4.29 -0.40 0.58
H 2.02 0.43 0.29
H -0.69 2.71 -1.01
H 1.34 2.23 -3.35
H 3.20 -0.16 -2.72
H 0.21 -0.06 -3.35
H 1.39 1.50 -1.74
H 0.48 -1.51 0.76
H 1.07 0.66 2.71
H 2.82 0.27 3.21
H -5.86 -0.76 2.33
H 4.08 3.37 -0.42
H 3.49 1.60 -0.28
H 3.48 2.55 2.23
H -2.08 0.34 -0.33
H -6.28 1.90 1.73
H -6.22 -0.13 0.74
H -2.25 3.53 0.76
H -3.58 -2.53 -1.33
H -1.92 0.39 -2.92
H 2.76 0.56 -4.27
H -3.46 4.71 0.22
H -3.90 1.80 -0.51
H -5.01 -2.59 0.70
H -3.62 -2.57 1.79
H 4.20 1.98 -2.45
H 2.08 -3.70 2.94

The largest force on an atom is 3.29 eV/A. The calculation puts the HOMO energy at -7.41 eV. The total charge is 0. As for the spin multiplicity: 1.

These are the Löwdin partial charges, in e, on atoms 1 to 6:
1 P 0.620
2 O 0.019
3 O -0.220
4 O 0.180
5 O -0.337
6 O -0.286